152
Properties=species:S:1:pos:R:3 method="wB97M-V/def2-TZVPD" smiles="CCCCCc1ccc2c(c1[PH2]=N)C(=O)C(P(N)O)=C(N(C(=O)F)C(=O)F)C2=O.C1CCOC1.C1CCOC1.C1CCOC1.C1CCOC1.C1CCOC1.C1CCOC1.C1CCOC1.C1CCOC1" lumo_energy_ev=-1.5 e_homo_ev=-8.466 gap_ev=6.98
C 5.40339 -2.77403 -1.13453
C 6.35460 -3.14495 -2.27308
C 7.05770 -1.94279 -2.94510
C 6.24849 -0.64579 -2.95847
C 5.03345 -0.74293 -3.90411
C 3.67076 -0.52971 -3.27807
C 3.56718 0.28103 -2.14574
C 2.38592 0.45648 -1.45978
C 1.26696 -0.22655 -1.89224
C 1.32146 -1.00262 -3.04235
C 2.50017 -1.12241 -3.78135
P 2.49311 -2.04257 -5.36796
N 3.66871 -1.73118 -6.36141
C 0.04097 -1.70536 -3.35340
O -0.43283 -1.83950 -4.44942
C -0.73531 -2.22545 -2.15353
P -1.45308 -3.91516 -2.29410
N -2.32722 -3.76798 -3.75792
O -2.62016 -3.91178 -1.13132
C -0.72924 -1.45019 -1.06504
N -1.37835 -1.81316 0.17236
C -1.57477 -0.73377 1.09195
O -0.89879 -0.50699 2.02983
F -2.68653 -0.07246 0.78585
C -0.71925 -2.88783 0.83688
O 0.29190 -3.40370 0.53818
F -1.48191 -3.26447 1.87228
C 0.01505 -0.16478 -1.12069
O -0.41421 0.83459 -0.59245
H 5.10337 -3.65287 -0.56717
H 4.50928 -2.29940 -1.52793
H 5.89790 -2.08534 -0.44946
H 7.12131 -3.80574 -1.86963
H 5.81328 -3.72510 -3.02053
H 7.24704 -2.21657 -3.98560
H 8.04053 -1.79060 -2.50076
H 6.90312 0.15886 -3.29317
H 5.96909 -0.39638 -1.94090
H 5.13775 -0.09274 -4.76972
H 5.03195 -1.74421 -4.32400
H 4.44958 0.76976 -1.76652
H 2.33687 1.07558 -0.57643
H 1.27249 -1.71827 -5.94001
H 2.38089 -3.40246 -5.01741
H 4.21964 -2.55141 -6.57726
H -3.21879 -4.23814 -3.62740
H -2.53392 -2.79784 -3.98956
H -3.06737 -3.06137 -1.03344
C -0.43754 -3.01680 6.63886
C -0.66421 -2.60180 5.18547
C -0.41330 -1.10083 5.25409
O 0.55483 -0.90368 6.28728
C 0.71160 -2.10204 7.04560
H -0.20086 -4.07221 6.76523
H -1.32613 -2.79259 7.23449
H 0.07252 -3.08026 4.53539
H -1.65768 -2.84616 4.80958
H -1.32769 -0.55774 5.52463
H -0.03167 -0.68941 4.32290
H 1.68232 -2.54992 6.80423
H 0.70242 -1.85445 8.10850
C -0.46402 2.15504 -6.90697
C 0.82788 2.79178 -7.41647
C 1.82053 2.35351 -6.35215
O 1.36958 1.08517 -5.86652
C 0.04247 0.83401 -6.34399
H -1.21991 2.01944 -7.67919
H -0.89654 2.76573 -6.10911
H 1.09880 2.36575 -8.38509
H 0.77725 3.87445 -7.52077
H 1.83395 3.06028 -5.51383
H 2.83819 2.24472 -6.72797
H 0.08762 0.06772 -7.12600
H -0.56586 0.45176 -5.52378
C -2.48407 1.50409 7.93989
C -0.97029 1.46947 7.75361
C -0.53084 2.66364 8.59007
O -1.48006 2.77865 9.65383
C -2.60830 1.94098 9.39284
H -2.96316 0.54713 7.74156
H -2.92916 2.25349 7.28063
H -0.56684 0.54348 8.16388
H -0.65427 1.53886 6.71530
H -0.54960 3.58783 8.00148
H 0.46666 2.54636 9.01462
H -2.56962 1.07901 10.06827
H -3.52293 2.49782 9.59803
C 3.31706 -4.92320 3.65784
C 4.72294 -5.46518 3.91349
C 4.92073 -6.38120 2.71152
O 4.17654 -5.80206 1.63982
C 3.31725 -4.77628 2.14141
H 3.10788 -3.98449 4.17039
H 2.56895 -5.65665 3.96763
H 5.44874 -4.64953 3.89151
H 4.82747 -5.98821 4.86286
H 4.53109 -7.38553 2.91102
H 5.96485 -6.47080 2.40949
H 3.72021 -3.80215 1.84075
H 2.32813 -4.88914 1.69900
C -1.11239 7.27268 -5.97322
C 0.16413 7.47229 -5.15690
C 1.07108 6.39688 -5.74065
O 0.68750 6.25016 -7.10945
C -0.54772 6.92792 -7.34566
H -1.76230 8.14582 -5.99413
H -1.68399 6.43080 -5.57607
H 0.58062 8.46350 -5.34639
H 0.02141 7.36302 -4.08306
H 0.92835 5.43786 -5.22869
H 2.12895 6.65645 -5.69609
H -0.34842 7.83137 -7.93138
H -1.20237 6.27751 -7.92724
C -1.31098 3.85462 1.28176
C -1.85587 4.56288 0.04303
C -1.55354 6.02147 0.36608
O -0.36834 6.01741 1.16008
C -0.07254 4.68602 1.58722
H -1.08221 2.80290 1.11706
H -2.02841 3.92647 2.10246
H -1.30008 4.24555 -0.84249
H -2.91518 4.38267 -0.13661
H -2.36619 6.47550 0.94399
H -1.38148 6.63095 -0.52239
H 0.79470 4.32094 1.02581
H 0.18408 4.70153 2.64673
C -6.39532 -2.21804 5.22419
C -4.88011 -2.26080 5.02976
C -4.43128 -1.07551 5.87539
O -5.36893 -0.96714 6.94462
C -6.50351 -1.79456 6.68415
H -6.89118 -3.16637 5.02387
H -6.83600 -1.45816 4.57546
H -4.47521 -3.19097 5.43497
H -4.56695 -2.17788 3.98963
H -4.44759 -0.14442 5.29744
H -3.43057 -1.20499 6.29106
H -6.46950 -2.66262 7.35123
H -7.41010 -1.22907 6.90038
C -4.25158 1.09862 -2.56436
C -5.02670 -0.16427 -2.19197
C -4.70429 -1.08061 -3.36646
O -3.38809 -0.72089 -3.80157
C -2.99492 0.51590 -3.19373
H -4.03219 1.74724 -1.71792
H -4.81190 1.67585 -3.30238
H -4.63561 -0.58363 -1.26068
H -6.09578 -0.00290 -2.06793
H -5.40327 -0.93227 -4.19478
H -4.71387 -2.13802 -3.09576
H -2.23289 0.31262 -2.43486
H -2.55756 1.16011 -3.95707

61
Properties=species:S:1:pos:R:3 method="wB97M-V/def2-TZVPD" lumo_energy_ev=0.7 e_homo_ev=-9.034 e_above_lowest_kcal_mol=388.73 gap_ev=9.69
C 4.41641 2.41594 -2.34152
C 3.27464 1.97095 -1.66594
C 3.43137 0.66833 -1.10568
C 2.05729 0.11245 -0.37748
H 1.82702 0.66180 0.31548
H 1.11486 0.11756 -1.00430
C 1.99685 -1.40817 0.38542
C 0.65142 -1.77292 0.35240
O 0.02635 -1.62595 1.43079
N 0.17600 -2.50681 -0.58438
H 0.53612 -2.20255 -1.45251
C -1.29690 -2.92090 -0.65864
H -1.12986 -4.23707 -1.01616
C -2.16313 -2.14157 -1.39758
N -2.41947 -0.92342 -1.02074
C -1.70817 0.12028 -1.09549
O -0.76618 -0.07074 -2.05085
C -1.97009 1.35615 -0.32602
C -1.34690 1.26608 0.96662
C -1.82041 2.33277 2.12031
C -1.58955 1.87409 3.36606
C -0.22473 1.53529 3.87406
H 0.04512 1.40206 4.84018
H 0.53049 2.24932 3.54839
H 0.10528 0.67530 2.96594
H -1.70254 2.75042 4.09125
H -2.20619 0.87555 3.71917
H -2.80710 2.71942 1.85891
H -1.27059 3.13152 1.88333
H -0.33870 0.97174 1.07991
H -1.87778 0.34476 1.36256
H -3.05170 1.52550 -0.52601
C -1.23588 2.67256 -1.03488
C -2.19336 3.73023 -1.11601
H -1.68651 4.62408 -1.56143
H -3.03042 3.85286 -1.63067
H -2.43790 4.16838 -0.26426
H -0.34654 2.89099 -0.25627
H -1.00247 2.41090 -2.06015
H -3.12074 -0.71901 0.01288
C -3.42974 -3.04669 -1.39782
H -4.35031 -2.31325 -1.90960
H -3.46079 -3.97262 -2.01419
H -3.98894 -3.28367 -0.54664
H -1.84221 -2.01741 -2.49639
H -1.36581 -3.06365 0.47382
C 2.97801 -1.44619 1.55991
C 3.33287 -2.91792 1.96998
H 3.80262 -3.18922 1.05645
H 3.64556 -2.71943 2.90384
H 2.30307 -3.27164 2.04750
H 3.85415 -0.74538 1.33718
H 2.50491 -0.78908 2.20542
H 2.62497 -2.01142 -0.43023
H 4.24177 0.49375 -0.27984
H 3.52493 -0.02890 -1.67909
H 2.23415 1.93429 -2.39934
H 2.84625 2.69433 -0.79914
H 5.26358 2.51650 -1.75017
H 4.38290 3.40453 -2.53870
H 4.62722 1.66398 -3.33913

8
Properties=species:S:1:pos:R:3 method="wB97M-V/def2-TZVPD" lumo_energy_ev=-0.6 e_homo_ev=-8.481 e_above_lowest_kcal_mol=74.35 gap_ev=7.90
C -1.56815 -0.20062 1.18572
C 1.55906 0.25947 -0.59980
F -2.37063 -1.14855 1.73142
F 1.82306 0.26635 -1.89325
F 0.68029 1.20643 -0.31587
I -2.79884 0.94592 -0.04961
I 0.30876 -1.58048 -0.19849
H 2.36645 0.25149 0.13988

5
Properties=species:S:1:pos:R:3 method="wB97M-V/def2-TZVPD" lumo_energy_ev="-2.8 / 0.1" e_homo_ev="-9.575 / -9.987" e_above_lowest_kcal_mol=146.30 gap_ev="6.77 / 10.09"
C 0.93631 -0.04675 -0.57639
C -0.09749 0.10935 0.05852
S -1.51113 1.01353 0.57116
H 2.09261 -1.80723 -1.90600
H -1.42030 0.73110 1.85270

7
Properties=species:S:1:pos:R:3 method="wB97M-V/def2-TZVPD" lumo_energy_ev=0.1 e_homo_ev=-8.809 e_above_lowest_kcal_mol=74.12 gap_ev=8.94
C 0.35713 0.16733 0.22223
N 1.39645 0.75108 -0.05261
P -1.40140 0.26855 0.09594
H 0.06928 -1.39353 1.27267
H 2.27017 0.14399 0.08786
H -1.22685 -0.95970 -0.48575
H -1.46478 1.02227 -1.14034

10
Properties=species:S:1:pos:R:3 method="wB97M-V/def2-TZVPD" lumo_energy_ev=-0.3 e_homo_ev=-8.800 e_above_lowest_kcal_mol=35.97 gap_ev=8.46
C -0.36567 0.62768 -0.25823
C 1.04073 0.81131 0.30903
C -0.96705 -0.72202 0.12401
N -0.52440 -1.88469 0.05690
S 2.29598 -0.10617 -0.03716
H -0.16705 0.81375 -1.25861
H 1.32834 1.55578 1.07949
H -0.95823 1.38033 0.02696
H -2.03309 -0.47812 0.40701
H 0.35045 -1.99785 -0.44940

How do the records compare in M? In the order shown, they have 1022.2 326.5 335.8 58.1 61.0 87.1 g/mol.